{
  "formula": "C27H40CaN8O2S3",
  "method": "ωB97M-V/def2-TZVPD",
  "fmax_ha_per_bohr": 0.07322,
  "total_charge": 0,
  "gap_ev": 7.9,
  "total_energy_ev": -95610.2340,
  "symbols": ["Ca", "C", "C", "N", "C", "C", "S", "C", "C", "N", "H", "H", "H", "H", "H", "H", "H", "H", "H", "H", "H", "H", "H", "H", "N", "C", "C", "C", "C", "C", "C", "S", "O", "O", "N", "C", "N", "C", "C", "C", "N", "H", "H", "H", "H", "H", "H", "H", "H", "H", "C", "C", "N", "C", "S", "N", "C", "C", "H", "H", "H", "H", "H", "H", "H", "H", "H", "H", "H", "H", "C", "C", "C", "C", "C", "C", "H", "H", "H", "H", "H"],
  "positions_angstrom": [[-0.166, 0.512, 1.270], [0.774, -1.346, -1.508], [-0.574, -0.996, -2.150], [-1.289, -0.068, -1.292], [-2.734, -0.145, -1.368], [-3.306, -1.372, -0.644], [-2.437, -1.843, 0.884], [-1.268, -3.107, 0.256], [0.214, -2.794, 0.441], [0.659, -1.505, -0.063], [1.469, -0.519, -1.676], [1.193, -2.239, -1.994], [-1.173, -1.899, -2.269], [-0.393, -0.599, -3.157], [-1.016, 0.892, -1.484], [-3.099, -0.176, -2.407], [-3.137, 0.750, -0.900], [-3.321, -2.255, -1.284], [-4.333, -1.170, -0.341], [-1.518, -3.265, -0.791], [-1.492, -4.023, 0.802], [0.776, -3.622, -0.024], [0.421, -2.792, 1.512], [1.598, -1.361, 0.315], [-5.363, 1.976, 5.669], [-4.359, 2.200, 4.748], [-4.188, 3.465, 4.174], [-3.127, 3.714, 3.328], [-2.225, 2.703, 3.030], [-2.388, 1.441, 3.583], [-3.446, 1.189, 4.433], [-0.860, 3.057, 1.940], [-0.637, 4.471, 1.906], [0.265, 2.255, 2.427], [-1.141, 2.409, 0.485], [-2.022, 3.079, -0.313], [-2.934, 3.905, 0.238], [-3.684, 4.621, -0.582], [-3.592, 4.526, -1.962], [-2.718, 3.560, -2.429], [-1.943, 2.835, -1.636], [-6.125, 2.630, 5.689], [-5.608, 1.022, 5.865], [-4.894, 4.253, 4.409], [-2.974, 4.688, 2.888], [-1.665, 0.655, 3.390], [-3.560, 0.207, 4.878], [-4.402, 5.280, -0.101], [-4.183, 5.142, -2.621], [-2.641, 3.344, -3.491], [2.971, -4.588, 3.923], [4.058, -3.573, 3.585], [3.653, -2.662, 2.525], [4.142, -2.542, 1.295], [3.898, -1.133, 0.388], [4.874, -3.528, 0.726], [4.788, -4.965, 0.941], [6.143, -5.581, 1.277], [3.310, -5.255, 4.716], [2.706, -5.191, 3.054], [2.075, -4.069, 4.262], [4.990, -4.062, 3.305], [4.257, -2.967, 4.471], [3.049, -1.904, 2.820], [5.220, -3.251, -0.178], [4.407, -5.429, 0.026], [4.072, -5.170, 1.730], [6.842, -5.435, 0.454], [6.034, -6.652, 1.451], [6.563, -5.125, 2.173], [1.117, -1.276, 5.900], [-0.024, -1.800, 5.311], [-0.316, -1.515, 3.979], [0.493, -0.706, 3.158], [1.649, -0.216, 3.801], [1.960, -0.485, 5.133], [1.337, -1.469, 6.943], [-0.695, -2.423, 5.894], [-1.228, -1.947, 3.565], [2.314, 0.451, 3.251], [2.851, -0.055, 5.579]]
}

{
  "formula": "C15H26BBrCaCl3F5IN2NaO10S2",
  "method": "ωB97M-V/def2-TZVPD",
  "fmax_ha_per_bohr": 0.15173,
  "total_charge": 0,
  "gap_ev": 3.2,
  "total_energy_ev": -213929.5930,
  "symbols": ["C", "C", "O", "O", "C", "N", "C", "C", "C", "I", "S", "O", "O", "F", "H", "H", "H", "H", "H", "H", "H", "H", "H", "H", "H", "O", "H", "H", "Na", "B", "F", "F", "F", "F", "Ca", "C", "C", "O", "S", "O", "O", "O", "H", "H", "H", "H", "C", "Cl", "Cl", "Cl", "H", "Br", "N", "C", "C", "C", "C", "C", "H", "H", "H", "H", "H", "C", "O", "H", "H", "H"],
  "positions_angstrom": [[0.577, -0.069, -4.688], [0.332, -1.480, -3.987], [0.648, -2.511, -4.633], [-0.170, -1.688, -2.667], [-1.551, -1.282, -2.537], [-1.896, -0.765, -1.179], [-1.279, -1.562, -0.074], [0.131, -0.859, 0.364], [0.150, -0.534, 1.964], [0.370, 1.116, -0.613], [-3.582, -0.511, -0.971], [-3.740, 0.921, -0.502], [-4.357, -0.685, -2.261], [-4.292, -1.534, 0.145], [1.254, -0.261, -5.602], [1.117, 0.697, -4.040], [-0.421, 0.350, -5.051], [-1.742, -0.412, -3.273], [-2.241, -2.133, -2.904], [-1.909, -1.566, 0.893], [-1.138, -2.671, -0.343], [0.973, -1.568, 0.071], [0.466, -1.459, 2.551], [-0.892, -0.149, 2.218], [0.884, 0.348, 2.099], [-1.202, -4.165, 1.349], [-0.745, -5.008, 1.219], [-2.118, -4.356, 1.110], [-0.985, 3.334, -0.578], [1.812, -5.433, -0.737], [0.768, -6.164, -0.116], [3.097, -5.947, -0.282], [1.724, -5.570, -2.140], [1.703, -4.028, -0.377], [3.620, -4.324, 0.630], [-6.435, 5.877, -0.377], [-6.357, 5.240, 0.998], [-4.960, 5.219, 1.315], [-4.246, 6.509, 0.642], [-4.128, 7.533, 1.641], [-3.128, 6.049, -0.133], [-5.433, 6.918, -0.368], [-6.166, 5.124, -1.197], [-7.421, 6.298, -0.582], [-6.772, 4.231, 1.011], [-6.865, 5.851, 1.752], [-1.827, 5.874, -4.886], [-0.367, 4.951, -5.281], [-2.180, 5.769, -3.157], [-1.649, 7.561, -5.383], [-2.663, 5.442, -5.433], [-6.609, 3.945, -2.270], [6.715, -1.686, 1.766], [6.418, -0.380, 1.659], [6.517, 0.521, 2.705], [6.944, 0.051, 3.939], [7.255, -1.293, 4.079], [7.128, -2.115, 2.971], [6.085, -0.060, 0.676], [6.266, 1.565, 2.560], [7.032, 0.726, 4.783], [7.591, -1.694, 5.027], [7.363, -3.172, 3.030], [3.310, -5.758, 4.670], [3.508, -4.706, 3.861], [2.394, -5.749, 5.293], [3.230, -6.755, 4.193], [4.085, -5.955, 5.437]]
}

{
  "formula": "C7H14N2OPZn",
  "method": "ωB97M-V/def2-TZVPD",
  "fmax_ha_per_bohr": 0.06449,
  "total_charge": -1,
  "gap_ev": [3.4, 3.3],
  "total_energy_ev": -70215.5134,
  "symbols": ["C", "C", "C", "C", "C", "Zn", "P", "H", "H", "H", "H", "H", "H", "H", "H", "C", "N", "C", "N", "O", "H", "H", "H", "H", "H", "H"],
  "positions_angstrom": [[0.006, -0.260, -2.628], [-0.882, -1.192, -3.272], [-0.442, -2.542, -2.992], [0.760, -2.419, -2.216], [1.067, -1.020, -2.045], [0.067, 1.538, -0.402], [-0.543, 3.586, -0.759], [0.014, 0.831, -2.822], [-1.798, -0.879, -3.760], [-0.987, -3.484, -3.202], [1.904, -0.566, -1.466], [1.319, -3.229, -1.746], [-1.646, 3.655, 0.172], [-1.117, 3.871, -2.063], [0.361, 4.662, -0.374], [-1.224, -0.646, 3.486], [0.129, -0.192, 3.161], [0.528, 0.091, 1.927], [1.872, 0.415, 1.750], [-0.343, 0.161, 0.983], [-1.843, -0.882, 2.611], [-1.738, 0.132, 4.062], [-1.097, -1.557, 4.076], [0.858, -0.244, 3.879], [2.395, -0.068, 1.013], [2.380, 0.239, 2.625]]
}